Entry 1:
# C5H8O2

A single C5H8O2 molecule (ωB97M-V/def2-TZVPD, the OMol25 dataset).

Summary:
Multiplicity = 1
Total energy = -345.62619 hartree
Kohn-Sham gap (spin up / spin down) = 9.487 / 6.425 eV
Energy above the lowest of the compared OMol25 structures with the same formula, charge and spin = 469.4 kJ/mol
LUMO (spin up / spin down) = -0.18 / -1.59 eV

XYZ file:
```
15
Properties=species:S:1:pos:R:3:lowdin_charge:R:1
O -1.8119 -0.8232 -0.6848 -0.020
C -0.5113 -0.9997 -0.2547 -0.340
C 0.4627 -0.3284 -1.2410 -0.103
C 0.8006 0.9266 -0.5606 -0.007
C 0.8277 0.7283 0.8286 -0.153
C -0.2910 -0.2378 1.0471 -0.395
O -1.2376 0.7464 1.1298 -0.054
H -2.1694 -0.0850 -0.1456 0.091
H -0.3459 -2.0681 -0.1562 0.145
H 1.3758 -0.9456 -1.3283 0.137
H 0.0339 -0.2157 -2.2295 0.119
H 1.0710 1.8571 -1.0381 0.120
H 1.7296 0.6580 1.4057 0.145
H 0.3224 1.6417 1.2854 0.170
H -0.2567 -0.8547 1.9423 0.146
```

---

Entry 2:
# C5H8O2

A single C5H8O2 molecule (ωB97M-V/def2-TZVPD, the OMol25 dataset).

Summary:
Multiplicity = 1
Total energy = -345.75964 hartree
Kohn-Sham gap = 11.166 eV
Energy above the lowest of the compared OMol25 structures with the same formula, charge and spin = 119.0 kJ/mol
SMILES = CC1(OC=O)CC1
LUMO = 1.03 eV

XYZ file:
```
15
Properties=species:S:1:pos:R:3:lowdin_charge:R:1
C -0.2713 1.3167 -0.4611 -0.001
C -0.1721 -0.0875 0.0893 -0.471
C -0.9083 -1.2374 -0.5325 -0.057
C -1.2749 -0.7558 0.8490 -0.065
O 1.0912 -0.3546 0.7175 0.029
C 2.2362 0.1201 0.2136 -0.332
O 2.4475 0.5394 -0.8949 0.066
H -1.0021 1.3794 -1.2682 0.090
H 0.6894 1.5781 -0.9110 0.067
H -0.5405 2.0310 0.3239 0.092
H -1.5904 -0.9907 -1.3433 0.107
H -0.4213 -2.2024 -0.6237 0.109
H -2.2089 -0.2253 1.0141 0.109
H -0.9633 -1.3911 1.6748 0.111
H 2.9945 0.0964 1.0080 0.146
```

---

Entry 3:
# C5H8O2

A single C5H8O2 molecule (ωB97M-V/def2-TZVPD, the OMol25 dataset).

Summary:
Multiplicity = 1
Total energy = -345.63046 hartree
Kohn-Sham gap = 9.458 eV
Energy above the lowest of the compared OMol25 structures with the same formula, charge and spin = 458.1 kJ/mol
SMILES = C[C@H]1O[C@H]2C[C@]21O
LUMO = 0.78 eV

XYZ file:
```
15
Properties=species:S:1:pos:R:3:lowdin_charge:R:1
C -1.8451 -0.2456 -0.2420 -0.049
C -0.8112 0.8024 -0.0419 -0.223
O -0.4338 0.9359 1.3213 -0.056
C 0.8703 0.4705 1.0955 -0.202
C 0.9715 -0.9123 0.3509 -0.023
C 0.9560 0.3551 -0.3656 -0.344
O 1.6800 0.9331 -1.3847 0.049
H -1.1721 -1.2916 -0.2538 0.092
H -2.4390 -0.5114 0.6360 0.084
H -2.4574 -0.1098 -1.1461 0.081
H -0.8383 1.7275 -0.6106 0.136
H 1.5859 0.8226 1.8339 0.150
H -0.0286 -1.5457 0.1019 0.093
H 1.7527 -1.6378 0.5591 0.103
H 2.0618 0.2553 -1.9586 0.108
```